one) C14H48O17 | ωB97M-V/def2-TZVPD

```
79
Properties=species:S:1:pos:R:3:mulliken_charge:R:1
O -3.5787 -0.4310 2.7226 -0.565
C -4.4798 0.6636 2.7809 -0.180
C -5.1233 1.1006 1.4913 -0.459
O -4.2315 1.1482 0.3496 -0.543
H -2.7794 0.0525 2.4468 0.550
H -5.3007 0.5013 3.5258 0.383
H -3.7888 1.5103 3.1413 -0.048
H -5.5748 2.1012 1.5719 0.381
H -5.9364 0.4186 1.2556 0.287
H -3.9241 0.2057 0.1457 0.274
O 1.0761 3.9299 -3.2256 -0.574
C 0.9271 4.5700 -1.9873 -0.466
C -0.4050 4.3268 -1.3470 -0.051
O -0.2462 4.6796 0.0365 -0.615
H 1.0896 2.9577 -3.1062 0.317
H 1.6752 4.1940 -1.2751 0.213
H 1.1742 5.6303 -2.0290 0.352
H -0.7349 3.3091 -1.5305 0.099
H -1.1349 4.9649 -1.7792 0.385
H 0.5530 4.2249 0.3514 0.273
O 3.4972 -2.1458 1.1943 -0.526
C 2.4938 -2.6964 2.0625 -0.483
C 1.7887 -1.5752 2.7764 -0.579
O 1.2060 -0.7912 1.7454 -0.182
H 3.2691 -2.3482 0.2598 0.351
H 1.7442 -3.2613 1.5058 0.283
H 3.0170 -3.3426 2.8067 0.311
H 2.5042 -0.9894 3.3647 0.352
H 1.0261 -1.9123 3.5217 0.312
H 1.7153 0.0164 1.6638 0.136
O 4.2422 0.0399 -1.8370 -0.515
C 4.6524 -1.1960 -2.5030 -0.610
C 3.5008 -2.1606 -2.7808 -0.354
O 2.9983 -2.6923 -1.5904 -0.610
H 4.7842 0.0087 -1.0149 0.341
H 5.0718 -0.9987 -3.4982 0.343
H 5.2804 -1.7578 -1.8187 0.321
H 3.9909 -2.9112 -3.3744 0.361
H 2.7421 -1.6541 -3.4265 0.286
H 2.0772 -2.5340 -1.5040 0.290
O -4.2303 -1.6371 -0.6716 -0.477
C -4.0605 -2.8009 0.1889 -0.716
C -2.6132 -2.8303 0.6690 0.199
O -1.7380 -3.5445 -0.2269 -0.682
H -4.9495 -1.7597 -1.3011 0.217
H -4.7332 -2.5920 0.9857 0.417
H -4.3070 -3.6954 -0.3844 0.445
H -2.6504 -3.4307 1.5659 0.275
H -2.1757 -1.8567 0.9198 -0.089
H -0.9772 -3.0137 -0.5296 0.284
O -1.6328 0.9952 1.5688 -0.474
C -0.7296 2.0306 1.9847 0.380
C -1.4248 3.3177 2.4327 -0.865
O -2.3408 3.7203 1.4762 -0.557
H -2.3981 1.5133 1.2122 0.322
H 0.0047 1.5584 2.6148 0.503
H -0.2135 2.3641 1.0549 -0.542
H -0.6371 4.0701 2.6212 0.392
H -2.0022 3.0965 3.3021 0.446
H -1.9014 4.2238 0.7894 0.412
O 1.2377 0.6964 -2.5401 -0.784
C 0.6219 0.2434 -1.3187 1.692
C -0.3997 -0.8359 -1.5939 0.237
O 0.2644 -2.1319 -1.7070 -0.209
H 2.1875 0.7162 -2.3622 0.379
H 1.3397 -0.2431 -0.6551 -0.115
H 0.1657 1.0825 -0.8558 -0.884
H -0.8332 -0.6211 -2.5638 0.323
H -1.0484 -0.8831 -0.7389 -0.539
H -0.0347 -2.6531 -2.4439 0.184
O 5.4256 -0.4436 0.6951 -0.648
H 6.3427 -0.5760 0.8469 0.251
H 4.9399 -1.3104 0.8401 0.520
O -1.4701 -3.6517 -3.1959 -0.654
H -1.9821 -3.5942 -2.3815 0.335
H -1.5552 -4.5280 -3.6063 0.273
O 2.9856 1.4189 1.0438 -0.707
H 2.7739 1.4096 0.1169 0.266
H 3.8908 1.0202 1.0550 0.347
```

## Properties
frontier orbital gap	9.96	eV
SMILES	OCCO.OCCO.OCCO.OCCO.OCCO.OCCO.OCCO.O.O.O
net charge	0
highest occupied orbital energy	-9.53	eV

two) C14H48O17 | ωB97M-V/def2-TZVPD

```
79
Properties=species:S:1:pos:R:3:mulliken_charge:R:1
O -0.2491 0.5782 -1.6681 -0.712
H 0.4125 1.2677 -1.7238 0.065
H -1.0846 1.0441 -1.7012 0.634
O -0.0709 -0.3510 0.6135 -0.664
H 0.0576 0.1571 -0.1875 1.520
H 0.0039 -1.2633 0.3335 0.107
O -1.5274 -1.8176 1.9367 -1.083
H -0.9238 -1.7617 1.1959 -0.040
H -2.3738 -1.5516 1.5772 0.495
C 2.5998 -2.0791 -0.4277 -0.820
C 3.8213 -1.4991 0.1888 -1.218
O 4.9908 -1.8686 -0.5678 -0.605
O 1.4557 -1.3112 0.0947 -0.890
H 2.4739 -3.1346 -0.1863 0.583
H 2.4318 -2.0665 -1.5046 0.719
H 3.9094 -1.9560 1.1745 0.507
H 3.7855 -0.4178 0.3212 0.339
H 5.7912 -1.4973 -0.1897 0.342
H 0.7387 -1.5102 -0.5118 -1.834
C 0.1968 -4.1532 -0.5426 -1.021
C 0.2449 -2.7862 -1.2191 0.431
O -0.4494 -1.7462 -0.4699 -0.018
O 1.1821 -4.3356 0.4738 -0.460
H 0.4248 -4.9292 -1.2733 0.505
H -0.7565 -4.4186 -0.0855 0.397
H -0.2025 -2.7500 -2.2124 0.503
H 1.3189 -2.6995 -1.3838 0.195
H -1.1379 -2.2427 -0.0215 0.586
H 1.1559 -5.2540 0.7523 0.331
C 0.7388 0.5953 3.6720 -0.519
C 1.3783 0.6664 2.2399 1.056
O 2.7417 0.7481 2.2069 -0.575
O 1.5314 -0.3642 4.4735 -0.639
H -0.3277 0.3881 3.7605 0.320
H 1.0118 1.5217 4.1774 0.345
H 1.0713 1.5410 1.6664 -0.395
H 1.1514 -0.2074 1.6292 -0.729
H 3.1714 0.6132 3.0547 0.376
H 0.9795 -1.1003 4.7477 0.336
C -3.0020 1.3773 2.1850 -0.922
C -2.7538 0.2153 1.1068 0.945
O -3.2981 -1.0644 1.4048 -0.367
O -4.3926 1.6883 2.1721 -0.571
H -2.3493 2.2426 2.0701 0.602
H -2.8770 0.8560 3.1341 0.391
H -1.6953 0.0648 0.8944 -0.161
H -3.1470 0.5081 0.1334 -0.369
H -4.2121 -1.0110 1.6937 0.435
H -4.5437 2.2472 2.9378 0.344
C -3.0468 0.9200 -2.4062 -0.608
C -2.3949 -0.3840 -2.8090 -0.926
O -2.1300 -1.3395 -1.6468 -0.689
O -2.2110 1.7591 -1.5690 -0.549
H -3.8205 0.4349 -1.8111 0.282
H -3.2494 1.5044 -3.3037 0.576
H -1.5918 -0.1872 -3.5192 0.189
H -3.1025 -0.8600 -3.4878 0.543
H -1.3034 -1.0320 -1.2676 1.419
H -2.7566 2.4219 -1.1394 0.425
C -0.0298 2.5901 0.9962 0.832
C -0.3781 3.4557 -0.2109 -1.343
O -1.8156 3.3563 -0.5286 -0.586
O -0.7932 3.1824 2.1149 -0.792
H 1.0345 2.6132 1.2305 0.537
H -0.3257 1.5421 0.9484 -0.589
H 0.2741 3.2295 -1.0544 0.717
H -0.1735 4.5020 0.0163 0.584
H -1.9363 3.9957 -1.2345 0.363
H -1.4328 3.6973 1.6175 0.395
C 2.5975 0.0813 -2.3020 0.074
C 2.3070 1.5760 -2.7152 -0.968
O 1.3895 2.2355 -1.8512 -0.531
O 1.3898 -0.6651 -2.1917 -0.604
H 3.2088 -0.1044 -1.4189 -0.239
H 3.2722 -0.3078 -3.0646 0.471
H 1.9072 1.6394 -3.7272 0.281
H 3.1770 2.2325 -2.7008 0.496
H 1.8479 2.9353 -1.3804 0.368
H 0.6906 -0.1970 -1.7294 1.076
```

## Properties
frontier orbital gap	7.10	eV
net charge	0
highest occupied orbital energy	-7.08	eV

Most favorable structure: one). The second most favorable one is 614.9 kcal/mol above it.

one) CH6S2 | ωB97M-V/def2-TZVPD

```
9
Properties=species:S:1:pos:R:3:mulliken_charge:R:1
C -0.9177 -0.8435 1.0546 -0.724
S 0.8126 -0.4532 0.6102 -0.190
H -0.9440 -1.7269 1.6825 0.304
H -1.4195 -1.0483 0.1099 0.246
H -1.3901 0.0238 1.5055 0.282
H 1.2116 -0.1666 1.8569 0.109
S 0.6575 1.3221 -2.8354 -0.253
H 0.2094 1.0178 -1.6197 0.081
H 1.7802 1.8747 -2.3645 0.144
```

## Properties
frontier orbital gap	10.08	eV
SMILES	CS.S
net charge	0
highest occupied orbital energy	-9.29	eV

two) CH6S2 | ωB97M-V/def2-TZVPD

```
9
Properties=species:S:1:pos:R:3:mulliken_charge:R:1
C 0.7575 -1.2949 -0.9817 -0.785
S 0.6448 0.4663 -1.2103 -0.180
H 0.4350 -1.9571 -1.7871 0.283
H 0.0254 -1.6369 -0.2245 0.272
H 1.6766 -1.6997 -0.5713 0.302
H 1.8313 0.6803 -0.7091 0.111
S -2.3285 2.0405 1.7832 -0.284
H -1.8418 1.1159 2.6152 0.137
H -1.2004 2.2856 1.0856 0.143
```

## Properties
frontier orbital gap	9.98	eV
SMILES	CS.S
net charge	0
highest occupied orbital energy	-9.16	eV

Most favorable structure: one). The second most favorable one is 6.9 kcal/mol above it.

one) C6H40N2O12 | ωB97M-V/def2-TZVPD

```
60
Properties=species:S:1:pos:R:3:mulliken_charge:R:1
N -1.3884 -1.2370 1.4792 -0.458
C -0.3125 -1.0819 0.4557 0.781
C 1.0867 -1.0894 1.1039 0.791
C 1.3822 -2.3875 1.8428 -1.770
C -0.5191 0.2625 -0.3038 1.384
N -1.5924 0.1328 -1.3023 0.582
C -2.3667 1.4161 -1.4129 -1.202
C -1.0490 -0.2260 -2.6541 -1.340
H -1.3918 -0.4942 2.1659 -0.002
H -1.2826 -2.0498 1.9941 0.257
H -0.3766 -1.9134 -0.2926 -0.339
H 1.1293 -0.2524 1.7406 0.091
H 1.8551 -0.9268 0.2494 -0.242
H 2.4268 -2.4592 2.0752 0.520
H 1.1521 -3.2664 1.2263 0.270
H 0.8044 -2.4844 2.7788 0.357
H 0.4724 0.5758 -0.7149 -0.739
H -0.7248 1.0974 0.3953 -0.489
H -2.7277 1.7032 -0.4314 0.376
H -3.2196 1.2689 -2.0861 0.302
H -1.7754 2.2757 -1.7567 0.269
H -0.3899 -1.0929 -2.5587 0.547
H -1.8542 -0.4310 -3.3152 0.379
H -0.4711 0.6080 -3.1044 0.326
H -0.6087 1.2908 4.3304 0.291
H 0.5075 1.1724 3.3647 0.400
O -0.4334 0.8249 3.5736 -0.733
H -1.2851 2.9942 0.7140 0.396
H -0.6999 4.3674 0.3586 0.246
O -0.8288 3.5523 -0.0333 -0.683
H -2.7740 1.6488 1.7565 0.437
H -1.4184 1.7483 2.5445 0.511
O -2.0444 2.2724 1.9847 -0.863
H 2.9284 0.6726 -2.3740 0.491
H 1.5008 0.0755 -2.6288 0.283
O 1.9910 0.9777 -2.7342 -0.793
H -2.5922 -2.3459 0.0702 0.456
H -2.6528 -1.4809 -1.2055 0.425
O -2.7434 -2.4523 -0.8949 -0.867
H -0.5360 -4.3936 -1.7809 0.268
H -1.3287 -3.0436 -1.6129 0.351
O -0.5107 -3.4498 -1.9828 -0.665
H 2.4854 1.5862 2.2822 0.349
H 2.7590 1.1622 3.7693 0.281
O 2.1156 1.5625 3.2257 -0.684
H 2.0800 -2.6023 -3.0395 0.235
H 0.9257 -2.4781 -2.0849 0.218
O 1.7742 -2.0928 -2.3191 -0.620
H 1.5887 2.3014 -1.6682 0.382
H 0.7431 3.1017 -0.5761 0.441
O 1.6077 2.9087 -0.9055 -0.810
H 3.3012 0.6214 0.1346 0.256
H 2.5581 2.0849 0.1975 0.481
O 3.0766 1.4104 0.7397 -0.818
H -4.3683 0.5027 0.5765 0.292
H -3.1452 -0.2967 1.0168 0.327
O -3.8275 0.3884 1.2825 -0.752
H 2.9361 -1.1511 -1.4534 0.245
H 4.4857 -0.8820 -1.0974 0.276
O 3.5657 -0.5070 -1.1043 -0.699
```

## Properties
frontier orbital gap	9.23	eV
net charge	0
highest occupied orbital energy	-9.12	eV

two) C6H40N2O12 | ωB97M-V/def2-TZVPD

```
60
Properties=species:S:1:pos:R:3:mulliken_charge:R:1
C -2.9530 1.0743 1.0393 -0.377
C -2.4546 2.2263 0.1751 -0.654
C -1.8115 0.5267 1.9005 -1.018
N -0.6490 0.0647 1.1100 0.914
C -0.0365 -1.1163 1.6597 -0.303
C 0.9871 -1.6831 0.6422 -0.598
N 2.3132 -1.0580 0.7288 0.001
C 3.2890 -1.4856 -0.2716 -1.143
H -3.4306 0.2695 0.4805 0.169
H -3.7131 1.2913 1.8005 0.429
H -3.2365 2.8232 -0.2919 0.466
H -1.8416 2.8892 0.7897 0.235
H -1.8168 1.7879 -0.5962 -0.240
H -2.2244 -0.3066 2.4698 0.433
H -1.5036 1.2651 2.6464 0.350
H -0.0145 0.8440 0.9800 -0.349
H -0.7440 -1.9108 1.8880 0.968
H 0.6152 -1.0652 2.5415 -0.436
H 0.5808 -1.2605 -0.2846 0.186
H 0.9186 -2.7404 0.3970 0.420
H 2.1791 -0.0649 0.6932 0.125
H 2.9193 -2.2480 -0.9433 0.348
H 4.1456 -1.9526 0.2373 0.313
H 3.7374 -0.6124 -0.7378 0.356
H -3.5726 -2.6071 -1.2698 0.298
H -2.7206 -1.5136 -0.6910 0.366
O -3.4061 -2.1537 -0.4362 -0.770
H 2.2052 3.2956 -0.9389 0.321
H 2.6802 3.6023 -2.3906 0.259
O 1.9724 3.1860 -1.8898 -0.570
H 1.9310 -0.1466 -4.6792 0.314
H 1.4724 1.0392 -4.0876 0.293
O 2.3337 0.6613 -4.3220 -0.638
H 0.7559 3.1266 0.9057 0.244
H 2.2813 2.8459 1.3321 0.299
O 1.5908 2.7164 0.6677 -0.599
H -0.5788 -0.4935 -2.2053 0.379
H -1.0216 -0.5947 -0.7662 0.139
O -1.0224 -1.1086 -1.6012 -0.837
H -3.4234 0.5527 -3.2955 0.328
H -2.6559 1.6719 -2.4887 0.321
O -3.2173 1.4893 -3.2488 -0.686
H 2.8708 0.8529 2.6765 0.346
H 3.9301 0.6387 1.4631 0.286
O 3.4688 1.2413 2.0423 -0.628
H 3.8490 -1.7303 2.8847 0.325
H 2.4859 -1.2487 2.8608 0.122
O 3.2566 -1.2183 3.4481 -0.695
H -0.3397 1.6378 -2.8579 0.175
H 0.8677 2.0494 -2.0075 0.287
O 0.1607 1.3817 -2.0846 -0.455
H -1.3629 1.1431 -4.3141 0.331
H -1.4466 -0.2695 -4.6679 0.282
O -0.7686 0.4010 -4.5185 -0.595
H -0.2077 -1.3135 4.2207 0.441
H 0.2597 -2.7405 4.5212 0.310
O -0.0890 -1.9455 4.9330 -0.638
H -2.6906 -3.5089 0.6352 0.388
H -2.7748 -4.2324 1.9836 0.314
O -2.3297 -4.2657 1.1326 -0.655
```

## Properties
frontier orbital gap	8.71	eV
net charge	0
highest occupied orbital energy	-8.68	eV

Most favorable structure: one). The second most favorable one is 54.7 kcal/mol above it.

one) C5H10NO | ωB97M-V/def2-TZVPD

```
17
Properties=species:S:1:pos:R:3:mulliken_charge:R:1
C -0.0667 1.4769 -1.9233 -0.470
O -0.8959 2.4435 -2.3882 -0.352
C -0.6449 0.7464 -0.6581 -0.450
C 0.1206 -0.5343 -0.2107 -0.381
C -0.4555 -0.9831 1.1440 -0.567
C 1.3895 -1.4519 2.4536 -0.298
N 0.5149 -1.9841 1.7084 -0.438
H 1.0025 1.7571 -1.7850 0.328
H 0.0768 0.6140 -2.5954 0.276
H -0.6928 1.4241 0.1908 0.359
H -1.7135 0.5306 -0.9438 0.268
H 0.2219 -1.3234 -0.9576 0.339
H 1.1930 -0.2294 -0.0843 0.244
H -0.4511 -0.0834 1.7944 0.280
H -1.4540 -1.4154 1.1035 0.348
H 2.1124 -2.1535 2.8648 0.279
H 1.3449 -0.3639 2.7076 0.236
```

## Properties
frontier orbital gap (alpha / beta)	10.99 / 8.29	eV
2S+1	2
net charge	0
highest occupied orbital energy (alpha / beta)	-9.98 / -9.90	eV

two) C5H10NO | ωB97M-V/def2-TZVPD

```
17
Properties=species:S:1:pos:R:3:mulliken_charge:R:1
C -2.5977 0.1738 0.3703 -0.369
O -3.2899 0.4054 1.5238 -0.336
C -1.1171 -0.3724 0.6039 -0.384
C -0.1415 -0.3352 -0.6456 -0.569
C 1.4175 -0.3691 -0.1356 -0.498
C 3.4887 0.6432 -0.7607 -0.261
N 2.5146 -0.2517 -1.0576 -0.434
H -2.4261 1.0868 -0.3127 0.270
H -3.1160 -0.5082 -0.4909 0.255
H -0.7594 0.3406 1.3809 0.243
H -1.2371 -1.4234 1.0610 0.312
H -0.5949 -0.9477 -1.4730 0.315
H -0.2936 0.6776 -1.0141 0.317
H 1.5363 0.2806 0.7246 0.399
H 1.3522 -1.4259 0.2570 0.212
H 4.0418 1.0011 -1.6551 0.241
H 3.9140 0.9956 0.1405 0.286
```

## Properties
frontier orbital gap (alpha / beta)	10.19 / 7.74	eV
2S+1	2
net charge	0
highest occupied orbital energy (alpha / beta)	-9.53 / -9.52	eV

Most favorable structure: one). The second most favorable one is 36.5 kcal/mol above it.